[1]
This record from the Open Molecules 2025 dataset describes a structure of composition C37H49F2MnN3P2STe. The level of theory is ωB97M-V with the def2-TZVPD basis set.

ΔE to the lowest compared entry with this formula, charge and spin: 0.0000 eV
2S+1: 5
total charge: +3
E_LUMO (alpha / beta): -9.35 / -7.99 eV

Each line ends with the Mulliken charge.
Element x y z (Å)
Mn1 1.522 -0.222 -0.272  0.129
C1 -5.275 -1.704 -1.849  -0.970
S1 -4.707 -0.268 -0.918  0.060
C2 -4.695 -0.970 0.747  -0.928
C3 -3.561 -1.947 1.080  -0.774
C4 -2.366 -1.332 1.803  -0.765
N1 -1.269 -0.847 0.913  0.766
P1 -0.474 0.644 1.095  1.108
C5 -1.721 1.906 1.290  0.390
C6 -1.776 2.727 2.415  -1.013
C7 -2.756 3.707 2.498  -0.762
C8 -3.678 3.859 1.473  -0.742
C9 -3.624 3.044 0.347  -0.974
C10 -2.640 2.075 0.249  -0.952
C11 0.495 0.572 2.631  0.877
C12 1.831 0.968 2.580  0.088
C13 2.662 0.857 3.688  -1.463
C14 2.150 0.348 4.872  -0.821
C15 0.814 -0.037 4.946  -0.860
C16 -0.009 0.075 3.839  -0.013
P2 -0.161 -1.903 0.217  1.372
C17 0.122 -3.282 1.308  0.780
C18 0.991 -3.121 2.392  0.201
C19 1.140 -4.137 3.320  -1.168
C20 0.416 -5.315 3.176  -0.665
C21 -0.467 -5.473 2.119  -0.882
C22 -0.624 -4.458 1.187  -0.709
C23 -0.740 -2.463 -1.379  0.819
C24 -0.179 -3.594 -1.983  -1.013
C25 -0.560 -3.946 -3.268  -0.648
C26 -1.485 -3.169 -3.957  -0.761
C27 -2.032 -2.041 -3.365  -0.820
C28 -1.657 -1.678 -2.079  -0.456
H1 -5.370 -1.397 -2.889  0.401
H2 -6.253 -2.023 -1.494  0.381
H3 -4.569 -2.533 -1.794  0.239
H4 -5.658 -1.456 0.897  0.594
H5 -4.684 -0.120 1.433  0.351
H6 -3.230 -2.461 0.173  0.015
H7 -3.955 -2.728 1.735  0.497
H8 -1.931 -2.051 2.502  0.455
H9 -2.689 -0.465 2.386  0.755
H10 -1.075 2.601 3.230  0.470
H11 -2.812 4.339 3.372  0.500
H12 -4.449 4.612 1.553  0.472
H13 -4.352 3.153 -0.444  0.516
H14 -2.610 1.434 -0.623  0.706
H15 2.244 1.388 1.660  0.391
H16 3.695 1.173 3.634  0.515
H17 2.784 0.263 5.743  0.461
H18 0.417 -0.418 5.875  0.540
H19 -1.045 -0.219 3.924  0.413
H20 1.531 -2.193 2.532  -0.074
H21 1.818 -4.015 4.151  0.501
H22 0.536 -6.109 3.899  0.449
H23 -1.037 -6.385 2.021  0.481
H24 -1.330 -4.584 0.377  0.433
H25 0.535 -4.209 -1.449  0.760
H26 -0.147 -4.833 -3.728  0.537
H27 -1.785 -3.454 -4.956  0.482
H28 -2.760 -1.445 -3.897  0.613
H29 -2.125 -0.822 -1.611  0.143
F1 3.551 -2.296 -0.295  -0.178
C29 3.066 -1.319 0.454  0.217
F2 3.681 -0.099 0.050  -0.274
H30 3.287 -1.455 1.516  0.360
C30 2.976 -2.644 -3.234  -1.131
Te1 1.831 -0.856 -3.172  0.395
C31 3.438 0.264 -4.014  -1.066
H31 3.127 -2.864 -4.287  0.472
H32 2.413 -3.442 -2.768  0.308
H33 3.920 -2.485 -2.723  0.415
H34 4.368 -0.134 -3.618  0.414
H35 3.367 1.318 -3.773  0.232
H36 3.395 0.135 -5.090  0.451
C32 1.491 4.229 -2.789  -0.861
C33 1.170 2.819 -2.252  -0.209
N2 1.826 2.580 -0.959  0.786
C34 3.263 2.879 -1.057  -0.481
C35 3.506 4.367 -1.384  -1.003
N3 2.170 4.983 -1.683  -0.024
C36 1.311 4.963 -0.454  -1.098
C37 1.223 3.497 0.024  0.305
H37 0.602 4.792 -3.069  0.324
H38 2.183 4.219 -3.631  0.354
H39 1.502 2.076 -2.977  -0.149
H40 0.096 2.693 -2.111  0.481
H41 3.701 2.237 -1.820  0.312
H42 3.738 2.627 -0.109  0.495
H43 4.133 4.515 -2.263  0.368
H44 3.930 4.926 -0.551  0.334
H45 2.310 5.951 -1.976  0.321
H46 0.344 5.378 -0.738  0.372
H47 1.777 5.622 0.278  0.363
H48 0.179 3.225 0.172  -0.637
H49 1.741 3.384 0.977  0.606

***

[2]
This record from the Open Molecules 2025 dataset describes a cluster of 2 separate species, C4H12N2O in total. The level of theory is ωB97M-V with the def2-TZVPD basis set.

ΔE to the lowest compared entry with this formula, charge and spin: 1.5125 eV
2S+1: 1
total charge: 0
E_LUMO: 0.73 eV

Each line ends with the Mulliken charge.
Element x y z (Å)
C1 1.676 1.828 0.026  -0.823
N1 1.241 0.563 -0.509  -0.263
C2 1.879 -0.537 -0.037  0.581
C3 1.116 -1.824 -0.248  -0.609
O1 3.033 -0.464 0.453  -0.649
H1 2.544 2.277 -0.469  0.269
H2 0.878 2.698 -0.104  0.296
H3 1.927 1.728 1.155  0.251
H4 0.230 0.536 -0.597  0.380
H5 0.056 -1.550 -0.689  0.073
H6 0.975 -2.349 0.665  0.249
H7 1.645 -2.598 -0.862  0.258
C4 -2.521 -0.120 0.764  -0.793
N2 -2.109 0.138 -0.621  -0.551
H8 -2.099 0.793 1.206  0.278
H9 -3.516 -0.153 0.969  0.351
H10 -2.062 -1.033 1.112  0.271
H11 -2.195 -0.784 -1.172  0.217
H12 -2.697 0.852 -1.042  0.216

***

[3]
This record from the Open Molecules 2025 dataset describes a structure of composition C24H34BF4GaN6P2. The level of theory is ωB97M-V with the def2-TZVPD basis set.

2S+1: 1
total charge: +2
E_LUMO: -5.98 eV

Each line ends with the Mulliken charge.
Element x y z (Å)
Ga1 -1.400 0.557 0.078  1.515
N1 -4.569 2.837 1.434  -0.064
C1 -4.374 2.301 2.670  -0.796
C2 -3.204 1.591 2.610  -0.482
N2 -2.693 1.698 1.361  0.234
C3 -3.541 2.443 0.658  0.056
C4 -3.244 2.643 -0.727  0.496
N3 -2.217 1.967 -1.243  0.473
C5 -2.134 2.310 -2.556  -0.223
C6 -3.120 3.209 -2.836  -0.832
N4 -3.808 3.411 -1.675  -0.058
H1 -5.371 3.390 1.163  0.201
H2 -5.052 2.463 3.485  0.427
H3 -2.717 1.005 3.364  0.505
H4 -1.376 1.900 -3.193  0.360
H5 -3.374 3.709 -3.749  0.426
H6 -4.598 4.035 -1.579  0.197
C7 0.954 0.280 -2.909  -1.625
P1 0.078 -0.627 -1.579  0.533
C8 1.446 -1.054 -0.456  -0.596
N5 2.262 -1.983 -0.890  0.125
C9 3.275 -2.383 -0.105  0.245
C10 4.161 -3.391 -0.531  -0.517
C11 5.182 -3.782 0.293  -0.605
C12 5.361 -3.193 1.561  -0.621
C13 4.513 -2.218 2.011  -0.532
C14 3.455 -1.788 1.190  0.260
N6 2.614 -0.828 1.606  -0.089
C15 1.636 -0.458 0.815  -0.689
P2 0.565 0.824 1.521  0.966
C16 0.511 0.416 3.286  -1.456
C17 1.449 2.463 1.312  1.470
C18 2.789 2.434 2.037  -1.746
C19 1.644 2.679 -0.187  -1.297
C20 0.527 3.551 1.860  -1.651
C21 -0.576 -2.216 -2.334  1.936
C22 -0.963 -3.178 -1.217  -1.943
C23 0.442 -2.869 -3.262  -1.680
C24 -1.839 -1.774 -3.074  -1.746
H7 1.876 -0.249 -3.143  0.481
H8 1.189 1.295 -2.599  0.348
H9 0.331 0.312 -3.800  0.482
H10 4.014 -3.833 -1.504  0.513
H11 5.868 -4.553 -0.026  0.435
H12 6.178 -3.523 2.183  0.433
H13 4.625 -1.763 2.982  0.498
H14 1.524 0.172 3.607  0.475
H15 -0.133 -0.449 3.439  0.438
H16 0.125 1.263 3.851  0.366
H17 3.400 1.602 1.692  0.379
H18 2.659 2.348 3.112  0.372
H19 3.329 3.356 1.835  0.486
H20 2.385 1.986 -0.586  0.329
H21 2.000 3.692 -0.371  0.646
H22 0.690 2.552 -0.715  0.013
H23 0.391 3.466 2.937  0.368
H24 -0.452 3.505 1.373  0.215
H25 0.961 4.529 1.659  0.509
H26 -0.109 -3.473 -0.611  0.281
H27 -1.382 -4.082 -1.655  0.651
H28 -1.725 -2.741 -0.574  0.222
H29 1.361 -3.089 -2.725  0.281
H30 0.679 -2.259 -4.130  0.350
H31 0.030 -3.809 -3.624  0.521
H32 -2.524 -1.284 -2.376  0.302
H33 -2.350 -2.639 -3.488  0.515
H34 -1.611 -1.096 -3.896  0.372
F1 -2.288 -3.939 1.618  -0.189
B1 -3.381 -3.231 1.633  0.622
F2 -2.550 -0.741 0.427  -0.494
F3 -3.675 -2.532 2.692  -0.199
F4 -4.129 -3.171 0.575  -0.194

***

[4]
This record from the Open Molecules 2025 dataset describes a structure of composition C12H20Cl2N2SeY. The level of theory is ωB97M-V with the def2-TZVPD basis set.

ΔE to the lowest compared entry with this formula, charge and spin: 3.0403 eV
2S+1: 1
total charge: -1
E_LUMO (alpha / beta): 2.78 / 2.80 eV

Each line ends with the Mulliken charge.
Element x y z (Å)
Y1 -2.032 -0.164 1.451  1.007
Cl1 -0.520 -0.385 3.335  -0.599
Cl2 -3.896 -1.538 0.603  -0.601
C1 0.430 -1.023 -1.526  -0.754
H1 0.281 -1.600 -0.551  0.013
H2 -0.476 -1.326 -2.091  0.332
C2 2.699 0.043 0.295  -0.494
C3 2.406 -0.698 -0.861  -0.182
H3 2.389 1.101 0.373  0.334
C4 3.037 -2.084 -1.004  -0.647
H4 2.357 -0.181 -1.850  0.428
C5 3.212 -2.777 0.376  -0.582
H5 2.412 -2.667 -1.705  0.328
H6 4.056 -2.030 -1.461  0.326
C6 3.930 -1.907 1.384  -0.711
H7 2.186 -3.016 0.699  0.250
H8 3.802 -3.694 0.255  0.314
C7 3.203 -0.538 1.593  -0.349
H9 4.003 -2.404 2.351  0.323
H10 4.983 -1.743 1.090  0.293
H11 2.363 -0.624 2.341  0.041
H12 3.938 0.158 2.054  0.306
C8 -1.713 2.554 1.683  -0.786
N1 -2.576 1.988 0.615  0.547
C9 -3.906 2.396 0.448  -0.756
C10 -4.289 1.977 -0.769  -0.517
N2 -3.187 1.406 -1.392  0.211
C11 -3.156 0.962 -2.785  -1.045
C12 -2.130 1.376 -0.564  -0.514
Se1 -0.227 0.745 -0.826  -0.148
H13 -0.949 3.244 1.279  0.298
H14 -1.161 1.780 2.284  0.195
H15 -2.367 3.098 2.388  0.332
H16 -4.402 2.977 1.201  0.390
H17 -5.225 2.023 -1.300  0.432
H18 -3.423 -0.098 -2.845  0.279
H19 -3.888 1.549 -3.345  0.354
H20 -2.163 1.118 -3.224  0.351